(1)
2 unconnected molecules or ions with the total composition C3H7NO3 at a distorted geometry. Source: OMol25; level of theory: wB97M-V/def2-TZVPD.

Positions of all 14 atoms, in Å:
C (-0.27, 0.34, -0.84)
C (0.41, -0.05, 0.40)
N (-1.67, 2.03, -0.01)
C (1.00, -0.08, 1.51)
O (0.93, -1.91, 0.18)
O (-0.55, 1.74, -0.88)
O (1.35, -2.85, -0.81)
H (0.72, -3.57, -0.69)
H (-2.32, 2.55, -0.61)
H (-1.31, 2.70, 0.66)
H (-1.18, -0.25, -0.96)
H (0.40, 0.15, -1.68)
H (1.40, -1.29, 1.32)
H (1.10, 0.50, 2.41)

Results
LUMO energy: 0.7 eV
HOMO-LUMO gap: 0.3745 Eh
Molar mass: 105.093 g mol⁻¹
Energy relative to the best compared isomer or geometry (same formula, charge and spin): 232.21 kcal/mol
E_tot: -10848.29827 eV
Highest occupied orbital energy: -9.46 eV
Spin multiplicity: 1

These are the Löwdin partial charges, in e, on atoms 1 to 5: -0.20, -0.06, 0.04, 0.06, -0.30


(2)
C4H9NO2 in the gas phase at a distorted geometry. Source: OMol25; level of theory: wB97M-V/def2-TZVPD.

Positions of all 16 atoms, in Å:
O (-0.51, -1.93, -1.63)
C (-1.07, -1.63, -0.61)
C (-0.76, -0.30, 0.12)
C (0.45, 0.39, -0.54)
C (0.55, 1.89, -0.29)
O (1.69, -0.22, -0.12)
N (-0.51, -0.80, 1.50)
H (-1.80, -2.30, -0.14)
H (-1.60, 0.40, 0.07)
H (0.49, 0.12, -1.60)
H (1.56, 2.13, -0.59)
H (-0.42, 2.33, -0.50)
H (0.48, 1.96, 0.81)
H (1.64, -1.18, -0.20)
H (-0.70, -0.09, 2.21)
H (0.52, -0.75, 1.52)

Results
LUMO energy: 0.8 eV
SMILES string: C[C@@H](O)[C@H](N)C=O
HOMO-LUMO gap: 0.3875 Eh
Molar mass: 103.121 g mol⁻¹
Energy relative to the best compared isomer or geometry (same formula, charge and spin): 52.21 kcal/mol
E_tot: -9877.79647 eV
Highest occupied orbital energy: -9.76 eV
Spin multiplicity: 1

These are the Löwdin partial charges, in e, on atoms 1 to 5: 0.06, -0.22, -0.29, -0.41, -0.03


(3)
6 unconnected molecules or ions with the total composition C6H24. Source: OMol25; level of theory: wB97M-V/def2-TZVPD.

Positions of all 30 atoms, in Å:
C (-2.33, -1.08, 0.79)
H (-1.29, -0.94, 1.11)
H (-2.44, -0.58, -0.17)
H (-2.59, -2.12, 0.74)
H (-2.93, -0.56, 1.54)
C (1.31, -2.52, -0.73)
H (0.29, -2.16, -0.64)
H (1.91, -1.96, 0.00)
H (1.50, -3.59, -0.60)
H (1.57, -2.25, -1.76)
C (1.16, -0.21, 2.85)
H (1.73, -1.11, 3.06)
H (1.77, 0.66, 3.06)
H (0.90, -0.20, 1.79)
H (0.26, -0.21, 3.46)
C (-1.49, 2.15, 0.87)
H (-2.25, 1.54, 0.41)
H (-0.62, 1.53, 1.07)
H (-1.33, 2.95, 0.14)
H (-1.79, 2.57, 1.81)
C (2.26, 1.27, -0.85)
H (2.63, 0.43, -1.43)
H (2.81, 1.38, 0.08)
H (2.35, 2.19, -1.43)
H (1.21, 1.10, -0.57)
C (-0.93, 0.36, -2.92)
H (-0.66, -0.46, -3.59)
H (-0.10, 0.53, -2.25)
H (-1.12, 1.26, -3.49)
H (-1.81, 0.05, -2.37)

Results
LUMO energy: 0.9 eV
SMILES string: C.C.C.C.C.C
HOMO-LUMO gap: 0.4989 Eh
Molar mass: 96.258 g mol⁻¹
Energy relative to the best compared isomer or geometry (same formula, charge and spin): 0.00 kcal/mol
E_tot: -6610.87604 eV
Highest occupied orbital energy: -12.67 eV
Spin multiplicity: 1

These are the Löwdin partial charges, in e, on atoms 1 to 5: -0.05, 0.00, 0.00, 0.02, 0.02


(4)
A molecular structure, C36H24ClF10N8O7PS2Zr at a distorted geometry. Source: OMol25; level of theory: wB97M-V/def2-TZVPD.

Positions of all 90 atoms, in Å:
Zr (-0.82, 0.30, 0.56)
O (4.94, 0.20, 0.46)
C (4.68, 0.42, -0.82)
O (5.56, 0.66, -1.60)
C (3.24, 0.38, -1.25)
C (2.77, 0.74, -2.50)
Cl (3.72, 1.20, -3.82)
N (1.41, 0.61, -2.53)
N (0.99, 0.15, -1.34)
C (2.07, 0.01, -0.58)
C (1.82, -0.59, 0.75)
O (2.63, -0.62, 1.65)
O (0.60, -1.10, 0.83)
C (0.49, 0.75, -3.61)
C (0.70, 1.58, -4.68)
C (-0.23, 1.66, -5.72)
C (-1.44, 0.93, -5.66)
C (-1.68, 0.10, -4.62)
C (-0.69, -0.13, -3.56)
H (4.15, -0.04, 0.98)
H (1.58, 2.20, -4.73)
H (-0.03, 2.32, -6.55)
H (-2.18, 1.06, -6.45)
H (-2.62, -0.44, -4.56)
H (-1.16, -0.20, -2.58)
O (0.59, -2.90, -10.38)
C (1.49, -3.02, -9.38)
O (2.61, -3.36, -9.62)
C (1.03, -2.69, -7.99)
C (2.01, -2.37, -7.05)
C (1.66, -2.11, -5.74)
C (0.33, -2.19, -5.34)
S (-0.07, -1.97, -3.63)
C (-0.65, -2.52, -6.27)
C (-0.30, -2.76, -7.59)
H (-0.25, -2.55, -10.04)
H (3.04, -2.34, -7.38)
H (2.42, -1.84, -5.02)
H (-1.68, -2.61, -5.96)
H (-1.08, -3.05, -8.29)
F (0.52, 2.01, 0.76)
P (-0.60, 3.24, 0.25)
F (-0.37, 3.97, 1.60)
F (-1.77, 4.13, -0.23)
F (-0.85, 2.16, -0.98)
F (-1.74, 2.18, 1.07)
F (0.53, 3.96, -0.53)
S (-1.97, -2.50, 1.16)
C (-0.99, -3.58, 2.04)
N (0.26, -3.38, 2.43)
C (0.82, -4.51, 3.19)
C (-0.34, -5.53, 3.16)
N (-1.40, -4.77, 2.48)
H (0.77, -2.54, 2.19)
H (1.07, -4.20, 4.20)
H (1.71, -4.89, 2.70)
H (-0.66, -5.81, 4.16)
H (-0.09, -6.43, 2.60)
H (-2.29, -5.16, 2.21)
F (-3.20, -3.01, 5.78)
C (-3.77, -2.28, 4.83)
C (-5.08, -2.41, 4.60)
F (-5.76, -3.26, 5.34)
C (-5.78, -1.64, 3.58)
C (-4.94, -0.69, 2.84)
C (-3.63, -0.60, 3.05)
F (-2.94, 0.24, 2.25)
C (-2.92, -1.36, 4.08)
C (-1.59, -1.26, 4.32)
C (-0.83, -0.34, 3.53)
N (-0.33, 0.42, 2.83)
C (-0.84, -2.11, 5.20)
N (-0.19, -2.80, 5.86)
F (-5.50, 0.05, 1.91)
C (-7.09, -1.82, 3.31)
C (-7.79, -1.07, 2.29)
N (-8.39, -0.53, 1.48)
C (-7.92, -2.79, 3.97)
N (-8.63, -3.57, 4.43)
C (-3.84, -1.52, -1.80)
C (-3.47, -0.43, -0.82)
C (-4.13, 0.90, -1.13)
O (-2.03, -0.26, -0.76)
H (-4.91, -1.73, -1.71)
H (-3.28, -2.44, -1.58)
H (-3.63, -1.22, -2.83)
H (-3.79, -0.78, 0.16)
H (-3.73, 1.30, -2.06)
H (-3.96, 1.63, -0.34)
H (-5.21, 0.76, -1.24)

Results
LUMO energy (alpha / beta): -6.4 / -6.4 eV
Expectation value of S²: 0.7915
HOMO-LUMO gap (alpha / beta): 0.1210 / 0.1798 Eh
Charge: +1
Molar mass: 1092.402 g mol⁻¹
Energy relative to the best compared isomer or geometry (same formula, charge and spin): 84.87 kcal/mol
E_tot: -135911.82640 eV
Highest occupied orbital energy (alpha / beta): -9.67 / -11.27 eV
Spin multiplicity: 2

These are the Löwdin partial charges, in e, on atoms 1 to 5: 1.87, 0.15, -0.48, 0.11, -0.03


(5)
A molecular structure, C62H71Ge2N2O2RbS4. Source: OMol25; level of theory: wB97M-V/def2-TZVPD.

Positions of all 144 atoms, in Å:
Rb (-2.92, 0.74, -0.28)
C (-6.91, 4.93, 1.45)
C (-6.85, 3.86, 2.53)
C (-7.59, 2.60, 2.06)
C (-5.43, 3.51, 2.96)
C (-4.28, 4.00, 2.34)
C (-3.01, 3.66, 2.79)
C (-2.84, 2.80, 3.87)
C (-1.47, 2.44, 4.38)
C (-3.99, 2.29, 4.48)
C (-5.25, 2.65, 4.04)
H (-7.96, 5.19, 1.25)
H (-6.48, 4.56, 0.52)
H (-6.39, 5.84, 1.76)
H (-7.36, 4.24, 3.43)
H (-7.04, 2.13, 1.24)
H (-8.58, 2.86, 1.68)
H (-7.71, 1.88, 2.87)
H (-4.37, 4.67, 1.49)
H (-2.13, 4.06, 2.29)
H (-1.52, 1.60, 5.07)
H (-1.02, 3.28, 4.90)
H (-0.81, 2.16, 3.55)
H (-3.89, 1.60, 5.31)
H (-6.12, 2.25, 4.54)
C (-6.85, -3.08, -0.02)
C (-5.88, -1.95, -0.26)
N (-4.61, -2.09, -0.19)
O (-4.19, -3.39, 0.12)
C (-6.41, -0.60, -0.57)
C (-7.89, -0.33, -0.65)
N (-5.51, 0.32, -0.75)
O (-5.84, 1.56, -0.99)
H (-6.34, -3.89, 0.50)
H (-7.22, -3.47, -0.97)
H (-7.70, -2.75, 0.56)
H (-3.23, -3.25, 0.21)
H (-8.41, -1.05, -1.29)
H (-8.01, 0.67, -1.06)
H (-8.36, -0.35, 0.34)
C (-1.93, -0.21, -5.72)
C (-1.15, -1.17, -4.86)
C (-1.80, -2.04, -3.99)
C (-1.10, -2.94, -3.19)
C (-1.84, -3.95, -2.36)
C (0.30, -2.92, -3.22)
C (0.97, -2.08, -4.12)
C (2.47, -2.06, -4.21)
C (0.23, -1.22, -4.93)
C (1.06, -3.85, -2.34)
C (1.43, -5.08, -2.89)
C (2.09, -6.03, -2.14)
C (2.38, -5.75, -0.81)
C (2.03, -4.53, -0.24)
C (1.38, -3.54, -1.00)
Ge (0.75, -1.81, -0.16)
S (-1.12, -2.15, 0.79)
S (0.78, -0.10, -1.68)
Ge (1.61, 1.13, 0.04)
S (0.18, 2.32, 1.06)
S (2.33, -0.75, 1.12)
C (3.12, 2.37, -0.49)
C (2.92, 3.28, -1.55)
C (3.86, 4.26, -1.84)
C (5.02, 4.37, -1.09)
C (5.23, 3.50, -0.04)
C (4.30, 2.50, 0.26)
C (4.68, 1.64, 1.43)
C (4.25, 1.97, 2.72)
C (3.29, 3.11, 2.95)
C (4.73, 1.23, 3.80)
C (5.63, 0.19, 3.63)
C (6.20, -0.54, 4.81)
C (6.04, -0.12, 2.33)
C (5.57, 0.58, 1.23)
C (5.99, 0.20, -0.16)
C (1.69, 3.24, -2.39)
C (0.57, 4.02, -2.07)
C (0.57, 4.97, -0.90)
C (-0.58, 3.90, -2.84)
C (-0.64, 3.04, -3.93)
C (-1.92, 2.86, -4.70)
C (0.51, 2.35, -4.29)
C (1.67, 2.45, -3.55)
C (2.92, 1.74, -3.98)
C (2.38, -4.33, 1.20)
C (1.47, -4.71, 2.20)
C (0.15, -5.35, 1.86)
C (1.80, -4.46, 3.53)
C (3.00, -3.87, 3.89)
C (3.30, -3.52, 5.32)
C (3.92, -3.58, 2.88)
C (3.63, -3.81, 1.55)
C (4.64, -3.48, 0.48)
H (-2.97, -0.15, -5.40)
H (-1.92, -0.53, -6.77)
H (-1.49, 0.79, -5.68)
H (-2.89, -2.03, -3.94)
H (-2.92, -3.80, -2.44)
H (-1.57, -3.86, -1.30)
H (-1.59, -4.96, -2.68)
H (2.93, -2.81, -3.56)
H (2.85, -1.09, -3.90)
H (2.80, -2.24, -5.23)
H (0.76, -0.56, -5.61)
H (1.18, -5.27, -3.93)
H (2.37, -6.98, -2.58)
H (2.88, -6.50, -0.19)
H (3.67, 4.93, -2.67)
H (5.75, 5.14, -1.32)
H (6.12, 3.58, 0.57)
H (3.57, 3.99, 2.36)
H (3.27, 3.39, 4.00)
H (2.28, 2.83, 2.64)
H (4.39, 1.48, 4.80)
H (5.59, -0.38, 5.70)
H (7.21, -0.20, 5.03)
H (6.25, -1.62, 4.63)
H (6.73, -0.95, 2.18)
H (6.67, -0.65, -0.15)
H (6.49, 1.04, -0.66)
H (5.11, -0.06, -0.76)
H (1.57, 5.31, -0.64)
H (0.16, 4.44, -0.02)
H (-0.06, 5.84, -1.11)
H (-1.46, 4.47, -2.56)
H (-2.70, 3.54, -4.35)
H (-2.30, 1.84, -4.58)
H (-1.77, 3.02, -5.77)
H (0.49, 1.70, -5.17)
H (2.79, 1.30, -4.97)
H (3.16, 0.94, -3.28)
H (3.78, 2.42, -4.01)
H (0.23, -6.02, 1.00)
H (-0.57, -4.57, 1.60)
H (-0.23, -5.91, 2.71)
H (1.08, -4.72, 4.30)
H (2.52, -3.89, 5.99)
H (3.37, -2.44, 5.44)
H (4.25, -3.95, 5.64)
H (4.87, -3.13, 3.14)
H (5.61, -3.29, 0.93)
H (4.33, -2.58, -0.06)
H (4.73, -4.29, -0.24)

Results
LUMO energy: 3.7 eV
HOMO-LUMO gap: 0.2173 Eh
Charge: -2
Molar mass: 1235.218 g mol⁻¹
Energy relative to the best compared isomer or geometry (same formula, charge and spin): 4.18 kcal/mol
E_tot: -229557.93571 eV
Highest occupied orbital energy: -2.23 eV
Spin multiplicity: 1

These are the Löwdin partial charges, in e, on atoms 1 to 5: 0.54, -0.09, -0.38, -0.07, -0.20


(6)
A molecular structure, C17H8FO5Sn at a distorted geometry. Source: OMol25; level of theory: wB97M-V/def2-TZVPD.

Positions of all 32 atoms, in Å:
O (2.80, -2.56, 2.84)
C (2.32, -2.64, 1.74)
F (1.14, -3.30, 1.59)
C (3.02, -2.07, 0.52)
C (2.67, -0.70, -0.01)
C (3.58, -0.18, -0.96)
C (3.40, 1.03, -1.58)
C (2.28, 1.81, -1.30)
C (1.39, 1.34, -0.38)
C (1.59, 0.11, 0.27)
C (0.54, -0.27, 1.27)
O (0.67, -0.57, 2.43)
C (-0.90, -0.06, 0.76)
C (-1.92, -0.97, 0.94)
C (-3.17, -0.60, 0.47)
C (-3.37, 0.60, -0.16)
C (-4.76, 0.98, -0.63)
O (-5.60, 1.30, 0.18)
O (-5.08, 0.98, -1.98)
C (-2.34, 1.51, -0.35)
C (-1.10, 1.16, 0.12)
C (0.10, 2.09, -0.05)
O (0.03, 3.29, 0.05)
H (4.10, -2.09, 0.73)
H (2.90, -2.79, -0.31)
H (4.46, -0.75, -1.23)
H (4.12, 1.36, -2.32)
H (2.11, 2.76, -1.82)
H (-1.76, -1.91, 1.46)
H (-4.02, -1.27, 0.60)
H (-2.47, 2.47, -0.85)
Sn (-6.73, -0.03, -2.05)

Results
LUMO energy: -6.8 eV
HOMO-LUMO gap: 0.1936 Eh
Charge: +1
Molar mass: 429.955 g mol⁻¹
E_tot: -36537.29218 eV
Highest occupied orbital energy: -12.03 eV
Spin multiplicity: 1

These are the Löwdin partial charges, in e, on atoms 1 to 5: 0.17, -0.44, 0.09, -0.02, -0.12


(7)
C10H18Br2O8P2S in the gas phase at a distorted geometry. Source: OMol25; level of theory: wB97M-V/def2-TZVPD.

Positions of all 41 atoms, in Å:
C (1.61, -4.01, 0.69)
C (1.62, -2.71, -0.06)
Br (3.13, -2.52, -1.20)
C (0.68, -1.77, 0.00)
Br (-0.85, -2.21, 1.07)
C (0.54, -0.40, -0.69)
C (-0.53, -0.59, -1.81)
C (-1.77, 0.29, -1.89)
C (-2.77, 0.11, -0.75)
S (-4.15, 1.25, -0.80)
O (-3.87, 2.36, 0.06)
O (-5.35, 0.51, -0.57)
O (-4.16, 1.79, -2.29)
O (1.67, 0.09, -1.34)
C (2.59, 0.68, -0.41)
C (1.83, 0.79, 0.90)
O (2.16, 2.13, 1.38)
P (2.45, -0.43, 2.24)
O (3.59, 0.49, 2.97)
O (1.15, -0.34, 3.26)
C (0.34, 0.67, 0.45)
P (-0.17, 2.38, 0.00)
O (0.54, 3.01, -1.14)
H (2.56, -4.52, 0.60)
H (0.83, -4.64, 0.28)
H (1.42, -3.83, 1.75)
H (-0.85, -1.63, -1.80)
H (0.02, -0.46, -2.74)
H (-2.30, 0.00, -2.80)
H (-1.50, 1.33, -2.07)
H (-2.35, 0.25, 0.24)
H (-3.21, -0.88, -0.81)
H (-4.83, 1.28, -2.76)
H (2.79, 1.67, -0.82)
H (3.51, 0.12, -0.35)
H (1.76, 2.30, 2.23)
H (3.18, 1.16, 3.54)
H (0.68, 0.50, 3.18)
H (-0.28, 0.38, 1.31)
H (-0.13, 3.09, 1.21)
H (-1.55, 2.30, -0.25)

Results
LUMO energy: -0.2 eV
SMILES string: C/C(Br)=C(\Br)[C@]1(CCCS(=O)(=O)O)OC[C@](O)(P(O)O)[C@H]1[PH2]=O
HOMO-LUMO gap: 0.3353 Eh
Molar mass: 520.069 g mol⁻¹
E_tot: -196539.07519 eV
Highest occupied orbital energy: -9.28 eV
Spin multiplicity: 1

These are the Löwdin partial charges, in e, on atoms 1 to 5: -0.17, -0.76, 0.85, -0.62, 0.90


(8)
A molecular structure, C19H22NO6PPtS3Se. Source: OMol25; level of theory: wB97M-V/def2-TZVPD.

Positions of all 54 atoms, in Å:
Pt (-0.40, 1.20, 0.91)
S (-4.74, 0.28, 1.18)
C (-4.40, 0.59, -0.50)
C (-5.29, 0.61, -1.57)
C (-4.79, 0.92, -2.82)
C (-3.43, 1.20, -3.00)
C (-2.54, 1.17, -1.95)
C (-3.04, 0.85, -0.69)
N (-2.33, 0.75, 0.49)
C (-3.08, 0.50, 1.54)
C (-2.43, 0.50, 2.83)
C (-3.02, 0.20, 4.05)
C (-2.25, 0.25, 5.20)
C (-0.90, 0.60, 5.12)
C (-0.31, 0.89, 3.90)
C (-1.07, 0.85, 2.76)
H (-6.35, 0.41, -1.42)
H (-5.46, 0.95, -3.67)
H (-3.07, 1.45, -3.99)
H (-1.49, 1.41, -2.07)
H (-4.07, -0.07, 4.11)
H (-2.69, 0.02, 6.16)
H (-0.31, 0.62, 6.02)
H (0.75, 1.15, 3.85)
O (1.95, 4.19, -0.60)
Se (0.96, 3.06, -0.10)
O (0.51, 1.81, -1.10)
O (1.46, 2.05, 1.20)
O (-0.54, 3.43, 0.55)
C (3.99, 0.92, -0.72)
C (4.25, -0.12, 0.35)
C (5.16, -1.24, -0.10)
O (3.03, -0.69, 0.91)
P (1.93, -1.64, 0.31)
S (1.98, -3.45, 0.96)
S (0.07, -1.07, 1.05)
O (2.09, -1.40, -1.24)
C (1.39, -1.96, -2.39)
C (0.17, -1.13, -2.70)
C (1.06, -3.44, -2.25)
H (4.95, 1.37, -0.99)
H (3.35, 1.71, -0.33)
H (3.53, 0.49, -1.61)
H (4.67, 0.38, 1.22)
H (4.76, -1.73, -1.00)
H (5.27, -1.99, 0.68)
H (6.14, -0.84, -0.34)
H (2.13, -1.84, -3.18)
H (-0.54, -1.19, -1.87)
H (-0.32, -1.51, -3.59)
H (0.44, -0.08, -2.85)
H (0.29, -3.60, -1.49)
H (1.94, -4.02, -1.97)
H (0.69, -3.79, -3.21)

Results
LUMO energy: -1.2 eV
HOMO-LUMO gap: 0.2646 Eh
Molar mass: 761.599 g mol⁻¹
Energy relative to the best compared isomer or geometry (same formula, charge and spin): 19.51 kcal/mol
E_tot: -144222.30442 eV
Highest occupied orbital energy: -8.40 eV
Spin multiplicity: 1

These are the Löwdin partial charges, in e, on atoms 1 to 5: 1.20, 1.17, -0.44, -0.08, -0.07